# 1
{"formula": "C5H13NO2", "method": "wB97M-V/def2-TZVPD", "orbital_gap_ev": [10.811, 6.454], "e_above_lowest_ev": 2.5732, "e_tot_ev": -10970.2495, "lumo_ev": [-3.62, -7.91], "total_charge": 1, "spin_multiplicity": 2, "s_squared": 0.77, "symbols": ["C", "H", "N", "H", "O", "C", "H", "H", "C", "H", "H", "H", "C", "H", "H", "C", "O", "H", "H", "H", "H"], "positions_angstrom": [[2.14, -1.11, -0.86], [2.43, -0.78, 1.40], [1.40, 0.06, -1.35], [-0.58, 2.00, -1.47], [-2.15, 3.90, 1.03], [1.80, -1.35, 0.63], [-2.61, -0.05, 1.66], [-1.35, 3.40, 1.17], [-0.83, 1.00, -1.63], [1.86, -2.00, -1.46], [-2.13, -1.32, 1.11], [1.70, 0.93, -0.82], [0.87, -2.25, 0.94], [0.34, -2.35, 1.94], [-0.36, -1.15, -1.61], [-0.04, -0.03, -1.47], [-2.08, -0.74, 1.98], [0.30, -2.82, 0.19], [-2.05, 4.63, 1.60], [3.24, -0.90, -1.02], [-1.90, 0.94, -1.97]], "mulliken_spin": [-0.005, 0.001, 0.527, 0.025, 0.000, 0.048, 0.000, 0.000, 0.315, 0.002, -0.001, -0.016, 0.015, 0.005, 0.007, 0.061, 0.002, 0.002, 0.000, 0.003, 0.008]}

=====

# 2
{"formula": "H39O19", "method": "wB97M-V/def2-TZVPD", "orbital_gap_ev": 10.554, "e_above_lowest_ev": 4.2839, "e_tot_ev": -39526.7352, "lumo_ev": -2.78, "total_charge": 1, "symbols": ["O", "O", "O", "H", "H", "H", "H", "H", "H", "H", "H", "H", "O", "H", "H", "H", "H", "O", "H", "H", "O", "H", "H", "H", "H", "O", "O", "O", "H", "H", "H", "H", "H", "H", "O", "O", "H", "H", "O", "O", "H", "O", "H", "H", "H", "H", "H", "H", "H", "O", "O", "O", "O", "H", "H", "H", "O", "H"], "positions_angstrom": [[-3.66, -1.38, 0.14], [0.26, 0.28, 4.40], [-0.57, -0.53, 1.78], [-0.74, -1.45, -3.58], [-3.06, 0.13, -2.25], [1.69, -2.54, 3.32], [-1.75, 2.77, -3.73], [-0.86, 2.72, -1.28], [1.61, -2.05, -3.73], [1.09, 2.50, 0.36], [2.01, 2.08, -2.01], [-4.02, 1.58, 1.58], [-1.78, -1.39, -3.29], [-1.53, -3.03, 2.24], [-2.02, -2.82, 0.85], [3.88, 1.79, -2.82], [0.26, 1.07, 4.99], [3.26, 1.08, -2.63], [2.82, 0.10, 1.52], [-3.65, 1.31, -1.33], [-1.12, 3.58, -0.96], [-0.59, 3.60, -0.11], [4.13, -2.47, 1.23], [-0.16, -2.38, -0.86], [4.89, -1.21, 0.65], [-1.01, -2.84, -0.74], [-1.94, 1.86, -3.53], [-3.71, 0.39, -1.56], [1.26, -1.49, -2.35], [1.39, -1.03, 0.51], [-2.77, 1.98, -3.03], [1.70, 4.29, -0.32], [0.18, -0.34, 5.12], [-3.67, -0.86, 1.00], [-2.40, -2.85, 1.80], [0.88, -1.79, -3.15], [0.22, -3.13, 3.37], [-2.73, -1.86, 0.36], [1.92, 3.06, -2.09], [4.31, -1.95, 0.46], [-1.50, -1.24, -2.39], [1.79, 3.90, 0.59], [2.66, 3.98, 0.98], [1.94, -0.73, 2.50], [0.58, 1.86, 1.71], [2.36, -1.21, -0.73], [-0.10, -1.34, 1.90], [-0.15, 0.24, 2.13], [-0.94, -3.54, -1.45], [0.84, -2.60, 2.93], [0.84, 1.52, 0.82], [1.41, -1.39, -0.46], [-4.34, 0.75, 1.88], [-3.48, -0.37, -0.54], [3.75, 0.59, -2.01], [-3.76, 0.09, 2.24], [2.93, -0.52, 2.23], [1.14, 3.25, -2.66]], "nbo_charge": [-0.832, -0.948, -0.982, 0.514, 0.553, 0.504, 0.478, 0.472, 0.499, 0.509, 0.503, 0.496, -0.984, 0.470, 0.462, 0.494, 0.476, -0.931, 0.478, 0.512, -0.948, 0.475, 0.489, 0.515, 0.479, -1.007, -0.921, -0.872, 0.493, 0.512, 0.445, 0.532, 0.475, 0.510, -0.918, -0.963, 0.491, 0.524, -1.003, -0.963, 0.442, -0.975, 0.505, 0.474, 0.454, 0.501, 0.483, 0.488, 0.511, -0.975, -1.031, -1.010, -0.950, 0.522, 0.466, 0.480, -0.952, 0.479]}

=====

# 3
{"formula": "C31H41BaN5O6PS3Te", "method": "wB97M-V/def2-TZVPD", "orbital_gap_ev": 6.669, "e_above_lowest_ev": 1.8858, "e_tot_ev": -102333.8967, "lumo_ev": 1.92, "total_charge": -1, "symbols": ["H", "C", "H", "C", "H", "H", "H", "C", "N", "N", "C", "C", "H", "H", "C", "C", "C", "C", "C", "H", "O", "C", "O", "P", "C", "H", "C", "H", "O", "O", "C", "C", "N", "C", "H", "H", "H", "H", "H", "C", "H", "H", "C", "H", "H", "H", "C", "C", "C", "C", "C", "H", "O", "H", "C", "S", "H", "Ba", "H", "C", "H", "C", "H", "H", "H", "O", "C", "H", "H", "H", "H", "H", "Te", "C", "N", "H", "H", "H", "H", "H", "C", "S", "H", "C", "C", "H", "H", "N", "S"], "positions_angstrom": [[-3.50, -0.97, 5.90], [-3.06, 4.13, -4.41], [1.74, -4.13, 4.30], [4.45, -3.10, -1.00], [-4.02, -4.24, 0.13], [-4.78, 5.83, -1.70], [-4.91, 5.74, 0.74], [4.59, -2.51, 3.54], [-5.14, 3.83, -1.17], [0.80, 2.19, -0.53], [-1.73, -1.04, 7.17], [-5.44, 2.90, -2.10], [-2.78, -3.30, -0.77], [3.72, -1.64, -7.01], [2.84, 3.33, -1.18], [3.85, -1.39, -4.92], [2.38, 3.40, -2.50], [1.10, 2.98, -2.78], [-0.23, -3.15, 2.62], [-0.91, -0.41, 3.07], [3.95, -2.16, -3.66], [0.32, -1.96, 3.57], [3.12, -0.80, -1.77], [2.79, -2.08, -2.53], [2.40, -3.33, 3.97], [4.83, -0.99, -5.16], [3.36, -2.19, -6.11], [5.22, -2.81, -1.73], [3.19, -3.41, -1.68], [0.00, -0.70, 2.91], [-1.79, -1.72, 4.85], [1.99, 2.76, -0.26], [-1.97, 1.55, -0.32], [-3.83, -3.30, -0.48], [0.69, 3.06, -3.77], [5.67, -2.67, 3.54], [0.13, -1.31, 8.23], [-0.96, 1.78, -3.39], [4.74, -0.48, 2.74], [1.87, -2.10, 3.59], [2.31, 2.69, 0.77], [-2.24, -0.60, 8.01], [3.77, -3.55, 3.98], [-5.08, 4.39, -5.05], [1.29, -2.21, 6.18], [-3.35, 4.78, -1.73], [-0.41, -1.42, 7.26], [-0.41, -1.95, 4.93], [0.37, 2.35, -1.79], [2.71, -1.08, 3.13], [-3.97, 5.49, 0.21], [5.72, -4.05, 0.41], [-0.78, -4.09, 3.16], [2.30, -0.11, 2.84], [-0.93, 1.83, -2.30], [-2.64, 0.36, 1.97], [-5.31, 3.50, -0.22], [-0.04, -0.77, 0.24], [-3.41, 6.41, 0.21], [0.24, -1.92, 6.15], [3.83, 3.66, -0.87], [-2.80, 0.69, 0.28], [-2.66, 4.94, -5.00], [-3.46, 4.75, 0.80], [4.18, -4.51, 4.32], [0.04, -2.87, 1.39], [-4.29, 5.02, -1.20], [-4.45, -3.33, -1.37], [-2.86, 3.19, -4.96], [3.01, 3.82, -3.29], [-5.40, 2.36, -3.95], [-4.76, 5.19, -3.59], [0.43, -2.60, -3.23], [4.09, -1.26, 3.14], [-5.10, 3.13, -3.38], [-2.45, 4.05, -3.49], [-2.36, -1.85, 3.95], [5.06, -5.14, -0.87], [4.04, -4.61, 0.49], [3.82, -3.20, -6.13], [4.84, -4.30, -0.19], [-4.35, -1.94, 0.61], [2.27, -2.31, -6.10], [-2.45, -1.24, 5.98], [-4.52, 4.27, -4.12], [3.20, -0.53, -4.77], [4.31, -2.23, -0.35], [-2.03, 1.50, -1.73], [-4.04, -0.30, -0.65]], "mulliken_charge": [0.368, -0.605, 0.474, 0.040, 0.266, 0.290, 0.359, -0.279, 0.005, -0.176, -0.461, -0.656, 0.195, 0.368, -0.515, -0.319, -0.374, -0.870, 0.086, 0.033, -0.398, 2.585, -0.605, 0.520, -0.028, 0.366, -0.966, 0.241, -0.209, -0.592, -0.700, -0.403, -0.236, -0.718, 0.389, 0.402, 0.339, 0.292, 0.376, -0.786, 0.416, 0.371, -0.914, 0.357, 0.369, -0.037, -0.641, 0.329, 1.763, -0.372, -1.602, 0.351, -0.700, 0.563, -1.411, -0.124, 0.275, 1.483, 0.426, -0.429, 0.377, -0.613, 0.408, 0.406, 0.369, -0.857, 0.188, 0.352, 0.268, 0.394, 0.247, 0.204, -0.390, -0.804, 0.108, -0.047, 0.770, 0.348, 0.230, 0.245, -1.173, -0.049, 0.211, -0.902, -0.535, 0.242, 0.262, 0.183, -0.017]}

=====

- Number 3 is which compound?
  C31H41BaN5O6PS3Te